60
Properties=species:S:1:pos:R:3 method="wB97M-V/def2-TZVPD" charge=0 relative_energy_ev=0.000 smiles="O=C1C=CC(=O)C=C1.O=C1C=CC(=O)C=C1.O=C1C=CC(=O)C=C1.O=C1C=CC(=O)C=C1.CC(C)O" orbital_gap_ev=7.299
O 1.14194 -6.90440 -0.46455
O 4.54068 2.63149 -2.35639
O 0.43154 2.25009 2.23876
O -3.24785 0.63640 1.53735
O -0.96045 0.08144 -3.06693
O -1.43003 -2.97760 -3.21416
O 5.28243 1.30887 2.91040
O -1.17587 -4.32671 1.28474
O -4.40905 4.71897 3.19332
C 3.65802 1.80231 1.27286
C -3.41661 4.05092 2.85644
C 1.22850 -5.07520 -1.85214
C -0.31446 1.07408 -2.38570
C -0.86759 -2.14685 0.76362
C -3.47256 -1.66211 1.96526
C -1.37219 1.90901 -1.71663
C 0.58455 1.85876 -3.43952
C -1.25642 3.71586 1.50372
C -1.44439 -0.72042 0.80347
C 6.12946 2.20488 0.94395
C -1.05919 -6.03134 -1.12720
C 3.42312 2.18753 -0.22515
C 0.44903 -3.96830 -2.46576
C -2.58486 4.19926 1.59118
C 4.98426 1.72848 1.79757
C -0.89650 -3.92750 -2.61753
C -0.66057 2.73423 2.33173
C -2.96790 -2.96972 1.83579
C 4.71122 2.39504 -1.15143
C 0.59378 -6.13191 -1.15717
C -1.66202 -4.96033 -1.91185
C -1.65600 -3.21785 1.26282
C -1.45792 2.47683 3.50658
C -2.75745 3.06513 3.81497
C 6.00916 2.40613 -0.45959
C -2.74927 -0.51645 1.38916
H -2.67539 -5.01230 -1.99447
H 0.98075 -3.39233 -3.11675
H -0.49041 4.11415 0.82426
H 7.28371 2.00397 1.44794
H -3.66334 -3.81232 2.41358
H -1.92741 2.06467 -2.42170
H 2.34640 2.15691 -0.58130
H -3.18851 4.69969 0.79800
H 6.93662 2.49713 -1.27474
H -1.80752 1.43408 -0.90916
H -3.33502 2.69277 4.77893
H 1.10307 1.22265 -3.99119
H -1.34961 1.65925 4.14955
H -0.74220 -0.73281 -2.58327
H 1.26333 2.25586 -2.69452
H -0.08188 2.66621 -4.13212
H -1.01030 2.89959 -1.37158
H 2.98745 1.52639 1.97674
H -4.23497 -1.45045 2.76282
H -1.68339 -6.76674 -0.65219
H 0.01502 -2.10109 0.35571
H 0.48907 0.44621 -1.68516
H -0.84316 -0.00059 0.38623
H 2.27912 -4.96997 -1.67763


50
Properties=species:S:1:pos:R:3 method="wB97M-V/def2-TZVPD" charge=+1 smiles="C[NH+](C)CCCN(C(=O)COc1ccccc1)c1nc2ccc(F)cc2s1" orbital_gap_ev=8.628
S -0.81201 -0.51910 0.67056
F -5.19120 -3.18204 1.15311
O 1.57210 0.46557 1.21747
O 1.96088 2.54667 -1.11483
N 3.07882 1.31655 -3.12247
N 0.12297 1.27123 -1.26547
N -1.98034 0.32170 -1.48786
C -4.89334 -1.76941 -0.70015
C 2.39414 -1.70665 3.99768
C -2.40158 -1.11191 0.29780
C 2.19372 -1.22143 2.72081
C 4.41059 0.96475 -2.60780
C 1.74299 0.08198 2.53734
C 2.14593 -0.89995 5.09706
C 1.09789 1.76846 0.95988
C -3.17409 -2.00823 1.01478
C 0.07815 1.53776 -2.70508
C 1.69552 0.39301 4.90884
C -0.90663 0.46041 -0.79572
C 1.48956 0.89249 3.63152
C 0.74514 0.43107 -3.52736
C -4.41408 -2.31697 0.49014
C -4.11838 -0.87871 -1.40662
C -2.85999 -0.54087 -0.91032
C 1.07896 1.89768 -0.54617
C 3.18594 1.98065 -4.42686
C 2.19402 0.12823 -3.14322
H 4.32433 0.52891 -1.61455
H 1.49814 1.02777 5.75879
H 3.85073 2.83819 -4.34719
H -0.97548 1.59304 -2.98309
H 0.17828 -0.49124 -3.39028
H 2.21616 -0.30883 -2.14167
H 2.74393 -2.71816 4.13408
H 0.66842 0.69856 -4.58102
H 1.79080 2.52563 1.34779
H 2.64207 1.98574 -2.40628
H 3.59049 1.29004 -5.16657
H 2.37739 -1.83540 1.85314
H 0.09788 1.92857 1.38597
H -2.83758 -2.45016 1.93802
H -5.87285 -2.05594 -1.04729
H 0.54024 2.51188 -2.87624
H -4.46360 -0.43755 -2.32681
H 2.60548 -0.60260 -3.84417
H 5.02584 1.85909 -2.53676
H 4.89705 0.25012 -3.27100
H 1.13620 1.90462 3.51239
H 2.30236 -1.27938 6.09428
H 2.21417 2.33182 -4.76279


37
Properties=species:S:1:pos:R:3 method="wB97M-V/def2-TZVPD" charge=-1 relative_energy_ev=0.751 orbital_gap_ev=6.507
S 1.62259 0.24296 0.90914
F 0.15368 -1.47629 2.42531
F 2.02409 -2.28119 1.40239
O -2.03191 -1.20425 -0.97347
O 6.76619 2.16631 -2.30900
O 7.08573 -0.00537 -2.20767
O -1.65096 1.01569 3.02714
N -0.84303 2.01273 -1.61191
N -1.64924 0.33327 0.75231
N 6.34099 1.00096 -2.13577
C 4.96695 0.80949 -1.84883
C 4.48422 -0.50967 -1.66914
C 2.29208 0.41937 -1.27641
C 0.86944 -1.48612 1.25872
C -6.00147 -0.95164 1.01709
C 2.77923 1.73240 -1.45431
C -2.37705 -0.56186 0.01632
C -4.88255 -1.06481 0.18556
C -4.66099 0.17140 2.73604
C -3.58597 0.06026 1.89219
C -5.88823 -0.34217 2.29012
C 4.10687 1.92930 -1.73177
C -0.09254 1.26443 -1.15325
C 3.15345 -0.69900 -1.39114
C -2.15785 0.52155 2.01785
C 0.88710 0.21882 -0.69343
C -3.71084 -0.55665 0.65895
H -4.51241 0.64660 3.71225
H 2.07623 2.55614 -1.31399
H -6.76354 -0.27744 2.92919
H 5.16900 -1.34273 -1.75401
H 2.72475 -1.68677 -1.20078
H -4.87671 -1.53151 -0.80753
H 0.18273 -1.95262 0.49457
H 0.44490 -0.75729 -1.00480
H 4.51327 2.92987 -1.86695
H -6.95821 -1.34416 0.67898


88
Properties=species:S:1:pos:R:3 method="wB97M-V/def2-TZVPD" charge=0 smiles="CCCC1=C(O)C(=O)C(CC=O)=C(OCCNC[C@H](C)O)C1=O.CCOC(=O)C(F)(F)F.CCOC(=O)C(F)(F)F.CCOC(=O)C(F)(F)F" orbital_gap_ev=7.561
F 9.53440 -3.00209 -7.92317
F -4.11657 -3.43922 3.60243
F -8.28740 6.38259 3.47745
F -2.79253 -1.80734 3.11382
F -3.79674 -1.84830 5.02575
F -8.19360 5.41514 1.55221
F -7.17861 7.29721 1.86650
F 9.03680 -4.36145 -6.32437
F 10.98754 -3.43264 -6.38513
O 2.02982 -2.69840 -3.05053
O -6.30426 -1.87236 3.51608
O 2.52660 0.21286 2.65714
O -5.04249 -0.34574 2.43587
O -5.79797 5.29225 4.00886
O -5.57579 4.85063 1.80756
O 8.93203 -0.93206 -6.18492
O 1.47482 -2.54520 1.78435
O 4.29312 1.31841 -1.77088
O -2.63181 0.43261 -0.42799
O 4.54971 -1.60539 -1.93427
O 9.02146 -2.40488 -4.47832
N -0.69855 -2.27647 -0.34160
C 0.17563 -1.98544 2.10179
C -4.60912 2.74688 2.54405
C -5.13622 -1.32747 3.12416
C 9.67464 -3.20592 -6.60154
C 3.75113 0.44141 -0.78697
C -1.78940 -0.19445 -1.45368
C -7.83483 -1.61610 1.64711
C 2.86745 -2.11377 -0.17956
C 7.07528 -1.22013 -3.63200
C -7.49253 -1.20360 3.06518
C 2.27392 -1.65027 1.03691
C 0.38304 2.43391 1.48447
C -3.96213 -2.10455 3.71169
C 2.62702 -0.15574 1.45112
C -6.20329 5.37372 2.87941
C 9.15699 -2.03749 -5.76728
C 2.69610 -3.57887 -0.76436
C 2.00196 -3.62457 -2.21471
C 3.15879 0.91077 0.40972
C -0.51081 -0.85639 -0.74905
C -4.34328 4.16329 2.07368
C 1.48502 2.97469 0.45741
C 8.58176 -1.37858 -3.57368
C 3.80263 -1.12475 -1.03755
C 2.99192 2.44799 0.78456
C -1.00520 -2.42194 1.10840
C -7.46620 6.11378 2.44760
C -1.22980 1.04054 -2.34796
H -0.75743 1.86369 -1.68751
H -3.78844 4.13905 1.13300
H 0.14600 -2.84297 -0.50065
H 1.48458 4.12550 0.55440
H -0.19306 -0.15656 0.09423
H 2.21916 -4.31513 -0.01990
H -3.67307 2.19885 2.66840
H -2.39389 1.38341 -0.35004
H -1.36975 -3.46643 1.41000
H -5.14166 2.74210 3.49801
H -8.29697 -1.50552 3.73922
H 3.57764 1.86471 -2.16792
H 6.75306 -0.87785 -4.61818
H -7.38673 -0.11919 3.15575
H 0.32141 1.29818 1.55019
H -0.44283 0.71612 -3.10886
H 3.20776 2.69553 1.87359
H -0.64832 2.82312 1.13589
H -5.23762 2.21544 1.82592
H -1.88700 -1.71892 1.33229
H -2.37472 -0.90127 -2.12683
H -0.10620 -2.39824 3.14213
H -2.07683 1.57191 -2.92083
H 8.87815 -1.69613 -2.57154
H 6.73355 -0.49897 -2.88783
H 0.56203 2.89674 2.50829
H 1.21275 2.75985 -0.63153
H 9.09520 -0.43493 -3.77712
H 6.58138 -2.17705 -3.45021
H 3.67482 3.08789 0.11162
H -7.05689 -1.30303 0.94698
H -3.73478 4.71973 2.79177
H 0.33196 -0.85473 -1.53873
H 3.76589 -3.98576 -0.93108
H 1.47566 -4.59987 -2.53589
H -7.91232 -2.70364 1.57211
H 0.14830 -0.85185 2.20142
H -8.78118 -1.17092 1.33372